Entry from the OMol25 dataset: 9 unconnected molecules or ions with the total composition C46H110O23S2 at a distorted geometry (ωB97M-V with the def2-TZVPD basis set).

XYZ file:
```
181
Properties=species:S:1:pos:R:3:forces:R:3
C 7.4153 1.0075 4.7420 -0.421 -0.336 -0.072
O 6.2723 0.7524 3.9543 -0.882 -0.038 0.923
C 5.1578 0.5135 4.8396 -0.261 0.145 -0.957
C 3.9519 0.0125 4.0105 0.981 0.144 1.340
O 4.2086 -1.3133 3.6216 0.711 -0.036 -0.389
C 3.0549 -1.8578 3.0339 -0.651 0.723 0.764
C 3.3140 -3.2445 2.5404 0.351 -0.160 -0.790
O 4.2604 -3.2581 1.4722 0.218 -0.365 -0.058
C 3.8194 -2.6184 0.2902 -0.698 0.524 0.336
H 7.5937 0.1090 5.3353 0.337 0.054 0.320
H 7.2787 1.8765 5.4255 0.183 -0.323 -0.481
H 8.2270 1.1251 4.0388 0.354 0.352 0.076
H 4.9525 1.4560 5.3787 -0.312 -0.225 -0.232
H 5.3944 -0.2359 5.6074 0.183 -0.087 -0.229
H 3.8219 0.6801 3.1481 -0.328 -0.126 0.088
H 3.0702 -0.0350 4.6773 0.064 0.665 -0.345
H 2.7031 -1.1840 2.2519 -0.131 -0.060 -0.285
H 2.2853 -1.7974 3.8345 -0.202 -0.538 -0.490
H 2.4096 -3.7214 2.1247 -0.065 0.154 0.613
H 3.7597 -3.8217 3.3576 -0.143 -0.131 -0.258
H 4.0541 -1.5511 0.3443 0.344 0.106 -0.197
H 2.7105 -2.6200 0.2032 0.459 -0.509 -0.148
H 4.2898 -3.0636 -0.5967 -0.172 0.050 0.399
C 3.2882 2.0573 0.4119 -0.740 0.875 -1.576
O 2.8284 2.4551 -0.8976 0.647 0.066 0.796
C 2.8897 3.8536 -1.0023 -1.135 0.428 2.294
C 2.9200 4.2051 -2.4077 0.998 0.525 -1.798
O 4.2056 3.9648 -3.0186 0.265 1.071 -0.465
C 4.7948 5.0909 -3.6925 1.261 -0.422 0.884
C 5.7871 5.8272 -2.7723 -1.597 0.783 0.178
O 4.9756 6.4727 -1.7616 0.250 -0.627 -0.254
C 5.7400 6.9330 -0.6808 0.097 0.722 0.120
H 2.6305 2.4859 1.1473 -0.486 -0.236 0.616
H 4.2690 2.4620 0.5821 0.755 -0.131 0.074
H 3.2507 1.0051 0.3323 0.132 -1.188 0.745
H 3.6769 4.2771 -0.3435 0.086 -0.163 -0.786
H 1.9482 4.3123 -0.5722 0.482 -0.422 -0.282
H 2.6643 5.2750 -2.5323 -0.285 -0.683 -0.215
H 2.2929 3.4538 -2.9044 -0.627 0.710 -0.107
H 4.1018 5.8268 -4.1068 -0.364 -0.309 0.107
H 5.4171 4.6880 -4.4939 -0.260 -0.112 -0.245
H 6.2617 6.6724 -3.3105 0.346 -0.743 -0.036
H 6.4919 5.0972 -2.3384 -0.097 0.425 -0.052
H 5.0730 7.4078 0.0661 0.290 -0.630 -0.321
H 6.4503 7.7178 -0.9789 -0.028 0.000 -0.186
H 6.3440 6.1198 -0.2829 -0.089 -0.135 0.495
C -6.4889 2.0114 -4.8994 0.391 0.391 -0.046
O -5.6836 2.6265 -3.9208 0.675 -0.308 -0.018
C -5.3210 3.9543 -4.2614 -0.790 0.223 0.614
C -4.4242 4.4762 -3.1420 -0.679 -0.013 -0.492
O -3.0809 4.1085 -3.3010 -0.302 1.126 0.294
C -2.7629 2.8144 -2.9202 0.454 -0.648 -0.177
C -1.3089 2.6063 -3.1965 0.746 -1.134 -0.836
O -1.1021 2.2315 -4.5918 -0.791 0.177 0.943
C 0.2559 1.9905 -4.8712 -0.168 -0.469 0.126
H -6.2484 2.4882 -5.8567 -0.263 -0.450 -0.192
H -7.5317 2.2020 -4.6521 -0.298 -0.236 -0.189
H -6.2466 0.9424 -4.9240 -0.248 0.224 -0.041
H -6.2513 4.5473 -4.2098 0.164 0.167 -0.315
H -4.9041 4.0275 -5.2910 0.066 -0.067 0.688
H -4.8863 4.1040 -2.1997 0.481 0.137 -0.271
H -4.4993 5.5725 -3.1341 0.329 -0.250 -0.002
H -3.2828 2.0846 -3.5175 -0.497 -0.413 -0.312
H -3.0058 2.5829 -1.8725 0.106 0.375 0.062
H -0.9519 1.7699 -2.5577 0.074 0.354 -0.222
H -0.7270 3.5005 -3.0080 0.129 0.288 0.334
H 0.7604 2.8804 -5.2201 0.303 0.496 0.137
H 0.3569 1.2476 -5.6643 -0.264 -0.030 -0.002
H 0.7387 1.5787 -3.9874 0.347 0.077 0.024
C -1.1190 -1.5264 -3.8629 0.972 -0.386 0.204
O 0.0773 -2.2713 -3.6019 0.500 0.456 -0.222
C 1.1316 -1.9500 -4.5106 -1.105 0.380 -1.126
C 2.4758 -2.3196 -4.0107 0.914 -1.117 0.275
O 2.8789 -1.8282 -2.7661 0.024 -0.417 0.456
C 2.8479 -0.4398 -2.6213 0.681 0.429 0.516
C 3.7044 0.3445 -3.5710 -0.417 0.914 -1.039
O 2.9455 0.6816 -4.7650 1.413 -0.456 1.193
C 3.8588 1.3197 -5.6128 -0.722 0.187 -1.617
H -1.6040 -1.9387 -4.7619 -0.193 0.306 0.323
H -0.8727 -0.4631 -3.9934 -0.199 -0.127 -0.158
H -1.7006 -1.6352 -2.9475 -0.396 -0.065 -0.291
H 1.0660 -0.9065 -4.8310 0.051 0.179 0.391
H 1.0235 -2.5060 -5.4627 -0.174 -0.066 0.227
H 3.2726 -2.1027 -4.7315 -0.393 0.234 -0.439
H 2.4876 -3.4076 -3.9121 0.057 -0.065 0.209
H 3.3332 -0.2442 -1.6618 -0.619 -0.081 0.308
H 1.8073 -0.1039 -2.6522 0.101 0.384 0.168
H 4.6428 -0.1517 -3.8446 -0.208 -0.591 -0.072
H 4.0656 1.3134 -3.1872 -0.467 -0.271 0.556
H 3.1905 1.7076 -6.3981 0.691 0.212 -0.110
H 4.5601 0.5910 -6.0810 -0.202 0.413 0.349
H 4.4174 2.1507 -5.1413 -0.280 -0.360 -0.007
C 0.1228 -9.2581 -2.0704 -1.738 0.457 0.573
O 0.8960 -9.0462 -0.9258 0.259 0.302 0.080
C 1.9482 -8.1290 -1.1333 0.486 -0.231 0.134
C 1.6140 -6.7088 -0.8096 -1.301 1.402 0.252
O 0.7103 -6.2087 -1.8501 1.124 0.404 0.983
C 0.4469 -4.8043 -1.7164 0.097 -0.393 -0.925
C -0.4557 -4.4030 -0.5747 0.470 0.807 -0.274
O 0.3340 -3.9955 0.5581 -0.436 -0.288 -0.924
C -0.5412 -3.7549 1.6268 0.664 1.995 0.017
H -0.7322 -9.8396 -1.7228 0.370 -0.843 -0.343
H 0.6784 -9.6531 -2.9027 0.259 -0.611 -0.278
H -0.4102 -8.3764 -2.4184 0.446 0.667 -0.094
H 2.2231 -8.1240 -2.2034 0.382 -0.285 0.364
H 2.7619 -8.4711 -0.4621 -0.145 0.266 -0.606
H 2.5232 -6.0643 -0.7171 -0.467 -0.448 -0.350
H 1.0659 -6.5982 0.1537 0.450 -0.340 -0.351
H -0.0503 -4.5289 -2.6523 -0.004 -0.158 0.162
H 1.3735 -4.1838 -1.7199 -0.343 -0.470 0.331
H -1.1785 -5.1659 -0.2812 0.178 -0.455 -0.006
H -1.0824 -3.5787 -0.9775 0.329 0.092 0.598
H 0.0473 -3.3841 2.4798 -0.178 -0.534 -0.077
H -1.0943 -4.6355 1.8024 -0.722 -1.146 0.814
H -1.2359 -2.9403 1.3714 -0.085 -0.216 0.014
C -9.3983 -0.2477 -2.2256 -0.186 0.543 0.725
O -8.7849 -0.5368 -0.9652 -0.573 0.176 -0.614
C -7.5926 -1.2782 -1.1039 -0.076 -0.076 -0.398
C -6.4068 -0.3976 -1.3790 -0.185 0.746 0.044
O -6.1413 0.4060 -0.2161 -0.050 -0.439 -1.172
C -5.1082 1.3241 -0.5491 -0.875 -0.112 -0.469
C -5.0779 2.3482 0.5384 1.489 0.095 1.066
O -4.6917 1.7200 1.7749 -0.128 -0.126 -0.694
C -4.2682 2.6336 2.7349 0.667 0.375 0.286
H -9.7618 -1.1384 -2.7174 -0.158 -0.594 -0.029
H -8.6982 0.2187 -2.9193 0.046 0.297 0.011
H -10.2689 0.4193 -2.0465 0.718 -0.352 -0.032
H -7.7215 -2.0280 -1.9219 0.279 0.211 0.615
H -7.3952 -1.7409 -0.1434 -0.217 -0.436 0.091
H -6.6123 0.2488 -2.2530 0.065 0.012 0.299
H -5.5216 -0.9750 -1.6311 0.235 -0.344 -0.011
H -5.3664 1.8328 -1.5010 0.104 -0.097 0.310
H -4.1913 0.7455 -0.7432 0.183 0.389 0.423
H -6.0673 2.7697 0.7202 -0.053 0.262 -0.452
H -4.3119 3.1377 0.3132 -0.713 -0.365 -0.029
H -4.1525 2.1151 3.6760 -0.175 -0.192 0.275
H -4.9194 3.4938 2.8691 -0.503 0.020 -0.009
H -3.2829 3.0563 2.5079 0.110 -0.001 -0.255
C 0.6145 -2.8387 7.2921 -0.053 1.272 0.924
O -0.3037 -1.7564 7.1285 0.585 0.522 0.423
C -0.1741 -0.7464 8.1795 -1.254 -1.049 -0.647
C -1.2141 0.3409 7.7960 1.818 0.094 0.262
O -0.5461 1.4256 7.1774 -0.041 -0.169 -1.437
C 0.0271 1.0428 5.9077 0.225 -1.165 1.117
C 0.5879 2.2002 5.2064 -0.308 0.937 0.679
O 1.9302 2.3567 5.5886 -0.225 0.113 -0.278
C 2.4524 3.4003 4.8153 0.860 0.055 0.754
H 0.6378 -3.4640 6.3924 0.074 0.331 0.273
H 0.2891 -3.3909 8.1720 0.026 -0.586 -0.001
H 1.5844 -2.3825 7.5800 -0.020 -0.617 -0.616
H 0.8569 -0.3582 8.2938 -0.412 -0.017 -0.436
H -0.4387 -1.2039 9.1464 -0.021 -0.039 -0.146
H -1.6043 0.8108 8.6936 -0.558 -0.345 0.071
H -1.9561 -0.1166 7.1172 0.029 0.210 0.483
H -0.6637 0.4966 5.2700 -0.572 0.002 0.117
H 0.8758 0.3485 6.0642 -0.368 0.089 0.076
H 0.0774 3.1177 5.5711 -0.247 -0.332 -0.685
H 0.5136 2.0360 4.1341 -0.053 0.225 -0.296
H 1.7846 4.2649 4.7300 -0.055 0.006 0.279
H 2.6465 3.0524 3.8051 0.375 -0.021 -0.300
H 3.3448 3.6606 5.3887 0.250 0.433 -0.728
C -4.8870 -1.5252 2.3016 -0.520 -0.864 -0.363
S -4.4894 -2.4588 0.7252 0.131 0.686 1.617
O -3.1493 -1.9165 0.3130 -0.395 -0.307 -0.108
C -4.2566 -4.0994 1.5047 -1.043 -0.511 -0.372
H -5.2474 -0.5291 2.0836 0.164 0.185 -0.490
H -3.9650 -1.4685 2.8694 0.173 -0.125 0.074
H -5.6913 -2.0257 2.8724 0.491 -0.072 -0.315
H -4.2196 -4.8321 0.6818 0.498 0.321 0.269
H -5.1680 -4.3946 2.0548 0.137 0.526 -0.211
H -3.4361 -4.1912 2.2051 0.388 0.283 -0.183
C -0.0094 -0.7358 -0.1739 -0.834 0.020 0.864
S -0.4438 -0.1424 1.5419 -0.856 0.670 -1.458
O 0.7377 0.4327 2.2306 0.677 -0.121 0.107
C -1.2603 1.3626 0.8733 -0.439 -0.259 0.031
H 0.5037 0.0837 -0.6948 0.078 -0.467 0.113
H -0.9883 -0.9852 -0.6350 0.465 0.307 0.212
H 0.5252 -1.6815 -0.0693 0.357 0.276 -0.145
H -0.5426 1.8498 0.2069 -0.014 0.079 0.283
H -1.5743 1.9965 1.7023 0.464 -0.010 0.107
H -2.1855 1.1567 0.3329 0.113 -0.430 -0.108
```
Positions in Å, forces in eV/Å.

## Properties
gap between HOMO and LUMO: 0.3381 Eh
charge: 0
E_tot: -118234.1468 eV
relative energy (zero: lowest compared OMol25 entry of this formula, charge and spin): 0.0 kcal per mole